(1)
Here is 2 unconnected molecules or ions with the total composition C5H12O from the OMol25 dataset. Energies are from the ωB97M-V functional and the def2-TZVPD basis.

```
! wB97M-V def2-TZVPD RIJCOSX def2/J DEFGRID3
* xyz 0 1
C -2.280 0.873 -0.675
C -1.017 0.539 -0.350
C -0.179 1.206 0.684
C 0.382 0.049 1.504
C 1.604 -0.785 0.927
H -2.822 1.849 -0.546
H -3.021 0.273 -1.254
H -0.636 -0.293 -0.865
H 0.558 1.827 0.419
H -0.895 1.852 1.437
H -0.409 -0.749 1.689
H 0.733 0.474 2.366
H 2.383 0.000 0.563
H 2.220 -1.267 1.794
H 1.202 -1.649 0.445
O 1.060 -1.440 -2.424
H 0.537 -0.625 -2.812
H 0.579 -2.133 -2.902
*
```

Output
SMILES: C=CCCC.O
ΔE to the lowest compared entry with this formula, charge and spin in eV: 2.792

***

(2)
Here is 9 unconnected molecules or ions with the total composition H18O9 from the OMol25 dataset. Energies are from the ωB97M-V functional and the def2-TZVPD basis.

```
! wB97M-V def2-TZVPD RIJCOSX def2/J DEFGRID3
* xyz -1 2
O 1.794 -2.792 1.366
H 2.267 -3.623 1.419
H 1.139 -2.932 0.683
O 0.257 3.062 1.074
H 0.909 3.072 0.373
H 0.762 3.210 1.874
O 2.965 -0.307 0.743
H 3.440 -0.476 -0.071
H 2.725 -1.175 1.066
O 0.074 -0.290 -0.065
H 1.014 -0.243 0.111
H -0.241 0.603 0.073
O -2.406 2.406 1.815
H -2.067 2.005 2.615
H -1.626 2.698 1.343
O -1.555 -2.802 -0.239
H -0.932 -3.406 0.165
H -1.170 -1.936 -0.105
O -0.112 2.178 -2.512
H 0.751 2.097 -2.919
H 0.038 2.714 -1.734
O 0.107 -1.683 -3.414
H 0.840 -1.928 -2.850
H -0.485 -1.196 -2.840
O -2.999 0.202 0.327
H -2.564 -0.464 0.859
H -2.926 1.006 0.842
*
```

Output
ΔE to the lowest compared entry with this formula, charge and spin in eV: 0.449

***

(3)
Here is a molecular structure, C35H37BrCl5N8O6Rb from the OMol25 dataset. Energies are from the ωB97M-V functional and the def2-TZVPD basis.

```
! wB97M-V def2-TZVPD RIJCOSX def2/J DEFGRID3
* xyz -2 1
Rb 0.290 0.714 1.465
C 1.420 -4.603 -0.067
C -0.030 -4.204 -0.360
N -0.119 -2.910 -0.989
C -0.867 -2.719 -2.210
C -0.052 -1.928 -3.228
N 0.386 -0.695 -2.644
C 1.072 0.246 -3.488
C 2.575 0.366 -3.219
C 2.933 1.135 -1.943
N 2.703 0.411 -0.713
C 3.629 -0.670 -0.437
C 3.024 -2.071 -0.468
N 2.220 -2.349 0.715
C 2.108 -3.771 1.017
H 1.993 -4.549 -0.999
H 1.447 -5.652 0.257
H -0.601 -4.250 0.580
H -0.475 -4.958 -1.018
H -0.265 -2.167 -0.319
H -1.796 -2.158 -2.034
H -1.146 -3.687 -2.636
H -0.675 -1.783 -4.136
H 0.822 -2.523 -3.534
H -0.247 -0.272 -1.980
H 0.628 1.233 -3.361
H 0.920 -0.024 -4.546
H 3.039 0.894 -4.063
H 3.028 -0.632 -3.198
H 2.336 2.053 -1.900
H 3.993 1.449 -2.025
H 2.658 1.072 0.056
H 4.096 -0.515 0.544
H 4.455 -0.652 -1.166
H 3.864 -2.789 -0.551
H 2.392 -2.175 -1.354
H 2.659 -1.904 1.515
H 1.544 -3.874 1.948
H 3.101 -4.216 1.208
O -4.667 2.305 -2.473
C -3.621 2.963 -3.045
C -3.880 3.958 -3.991
C -2.854 4.675 -4.582
C -1.542 4.411 -4.215
C -1.294 3.433 -3.265
C -2.302 2.676 -2.671
C -1.849 1.676 -1.617
O -0.719 1.847 -1.099
N -2.720 0.724 -1.329
N -2.167 -0.139 -0.377
C -3.013 -0.491 0.505
C -2.693 -1.455 1.566
C -3.721 -1.897 2.401
C -3.443 -2.836 3.380
C -2.147 -3.298 3.511
C -1.182 -2.782 2.657
N -1.436 -1.893 1.703
H -5.480 2.677 -2.831
H -4.913 4.167 -4.258
H -3.084 5.439 -5.315
H -0.721 4.967 -4.653
H -0.294 3.229 -2.909
H -4.032 -0.100 0.477
H -4.720 -1.499 2.271
H -4.225 -3.185 4.045
H -1.868 -4.007 4.279
H -0.146 -3.083 2.756
Br -3.120 4.234 0.974
C -1.336 4.444 0.454
C -1.122 5.201 -0.683
C 0.169 5.505 -1.075
C 1.227 5.055 -0.314
C 1.000 4.253 0.791
N -0.270 3.970 1.129
C 2.246 3.701 1.555
O 2.962 4.603 2.003
O 2.409 2.471 1.496
H -1.981 5.541 -1.241
H 0.335 6.089 -1.972
H 2.256 5.286 -0.550
Cl -1.397 -0.203 4.815
C 0.064 -1.179 5.089
C 1.187 -0.912 4.335
C 2.288 -1.662 4.652
Cl 3.831 -1.334 3.803
C 2.314 -2.673 5.613
Cl 3.741 -3.600 5.965
C 1.137 -2.934 6.316
Cl 1.102 -4.186 7.520
C -0.007 -2.172 6.062
Cl -1.457 -2.493 6.964
O -1.544 2.467 2.367
O -0.362 3.173 2.294
*
```

Output
ΔE to the lowest compared entry with this formula, charge and spin in eV: 0.629

***

(4)
Here is a molecular structure, C20H34BrClCrN3O4 from the OMol25 dataset. Energies are from the ωB97M-V functional and the def2-TZVPD basis.

```
! wB97M-V def2-TZVPD RIJCOSX def2/J DEFGRID3
* xyz 0 4
O -0.298 0.809 -0.758
C -0.451 0.556 -2.091
C -1.937 0.703 -2.523
C -2.989 0.665 -1.617
H -2.763 0.490 -0.552
C -4.316 0.763 -2.052
H -5.117 0.731 -1.308
C -4.605 0.867 -3.419
H -5.643 0.906 -3.764
C -3.550 0.895 -4.338
H -3.757 0.960 -5.413
C -2.221 0.825 -3.896
H -1.386 0.826 -4.600
H 0.079 1.312 -2.709
C 1.655 -0.805 -2.573
C 0.162 -0.781 -2.543
H 2.021 -1.632 -3.184
H 2.020 -0.953 -1.536
H 2.047 0.130 -2.972
C -0.619 -1.852 -2.717
C -0.154 -3.256 -2.922
H -1.715 -1.735 -2.668
H -0.518 -3.629 -3.885
H -0.599 -3.883 -2.139
H 0.933 -3.379 -2.884
Cr 0.283 -0.401 0.771
Cl 0.758 -2.537 -0.026
C 0.592 -2.348 2.811
O 0.926 -1.150 2.576
N 1.030 -3.094 3.799
C 2.119 -2.622 4.636
C 0.365 -4.343 4.166
H -0.116 -2.847 2.130
H 2.437 -1.660 4.231
H 2.941 -3.337 4.607
H 1.760 -2.510 5.656
H -0.514 -4.486 3.527
H 0.039 -4.302 5.210
H 1.026 -5.207 4.041
H -3.093 4.162 1.147
H -3.006 2.797 3.446
C -2.753 3.202 0.738
C -2.534 1.977 2.901
N -1.913 2.517 1.702
H -2.170 3.385 -0.170
C -0.623 2.321 1.425
O 0.083 1.398 1.911
H -1.773 1.491 3.508
H -0.201 3.034 0.690
H -3.631 2.595 0.484
H -3.290 1.243 2.624
H 5.389 0.977 0.946
H 4.782 3.524 0.475
C 4.842 0.824 0.015
C 4.112 3.166 -0.318
N 3.750 1.779 -0.085
H 4.457 -0.194 -0.024
C 2.489 1.424 0.152
O 2.171 0.265 0.529
H 3.204 3.780 -0.333
H 1.725 2.207 -0.033
H 5.518 0.997 -0.818
H 4.634 3.268 -1.278
Br -2.098 -0.830 1.295
*
```

Output
ΔE to the lowest compared entry with this formula, charge and spin in eV: 0.000

***

(5)
Here is C7H5NOS in the gas phase from the OMol25 dataset. Energies are from the ωB97M-V functional and the def2-TZVPD basis.

```
! wB97M-V def2-TZVPD RIJCOSX def2/J DEFGRID3
* xyz 0 3
C -0.626 2.475 0.321
C -1.404 1.426 0.463
C 0.562 2.455 -0.320
C 1.035 1.121 -0.603
C -1.917 0.246 0.502
C 0.426 -0.010 -0.201
C 0.247 -1.343 -0.080
N 0.760 -1.964 1.046
O -0.541 -1.980 -0.963
S -2.848 -1.052 0.461
H 1.062 3.290 -0.556
H 1.979 1.259 -1.205
H 1.531 -1.621 1.580
H 0.222 -2.660 1.443
H -0.487 -1.644 -1.890
*
```

Output
ΔE to the lowest compared entry with this formula, charge and spin in eV: 0.913

***

(6)
Here is a gas-phase ion, C4H9N2O (charge +1) from the OMol25 dataset. Energies are from the ωB97M-V functional and the def2-TZVPD basis.

```
! wB97M-V def2-TZVPD RIJCOSX def2/J DEFGRID3
* xyz 1 1
C 1.051 -1.219 -1.091
C 0.467 -1.229 0.415
N -0.269 0.003 0.133
C -0.445 1.180 1.007
N -1.763 1.534 1.494
O -1.070 2.233 0.457
C 0.519 0.183 -1.110
H 2.074 -1.465 -1.303
H 0.244 -1.777 -1.646
H -0.021 -2.180 0.685
H 1.331 -1.029 1.125
H -1.250 -0.214 0.037
H 0.406 1.470 1.676
H -2.491 1.059 0.975
H 1.324 0.826 -0.900
H -0.107 0.624 -1.954
*
```

Output
SMILES: C1C[NH+]([C@@H]2NO2)C1
ΔE to the lowest compared entry with this formula, charge and spin in eV: 5.730

***

(7)
Here is a molecular structure, C24H14Cl3F10N4O4SiTa from the OMol25 dataset. Energies are from the ωB97M-V functional and the def2-TZVPD basis.

```
! wB97M-V def2-TZVPD RIJCOSX def2/J DEFGRID3
* xyz 0 1
Ta -1.285 0.236 -0.183
C -2.920 -1.133 2.462
N -1.709 -0.320 2.213
C -0.553 -1.094 2.697
C 0.785 -0.653 2.151
N 0.675 -0.344 0.734
C 1.840 -0.341 0.011
C 1.811 -0.114 -1.368
F 0.593 0.174 -1.930
C 2.888 -0.127 -2.225
F 2.698 0.098 -3.517
C 4.152 -0.365 -1.721
F 5.212 -0.398 -2.512
C 4.267 -0.542 -0.354
F 5.466 -0.716 0.184
C 3.163 -0.521 0.480
F 3.441 -0.628 1.793
C -1.874 0.994 2.861
C -0.885 2.051 2.399
N -0.741 2.047 0.944
C -0.235 3.182 0.369
C 0.413 4.272 0.990
F 0.693 4.275 2.305
C 0.856 5.379 0.286
F 1.466 6.355 0.944
C 0.699 5.477 -1.086
F 1.128 6.541 -1.748
C 0.098 4.420 -1.742
F -0.073 4.442 -3.056
C -0.336 3.337 -1.013
F -0.934 2.317 -1.695
H -3.011 -1.353 3.530
H -3.808 -0.604 2.135
H -2.850 -2.072 1.914
H -0.518 -1.077 3.792
H -0.722 -2.122 2.381
H 1.183 0.198 2.707
H 1.458 -1.493 2.316
H -2.880 1.341 2.628
H -1.791 0.888 3.948
H -1.293 3.008 2.726
H 0.080 1.920 2.886
O 2.196 -6.188 -2.180
C 1.486 -5.513 -2.933
O 1.285 -5.465 -4.149
C 0.621 -4.427 -2.128
C 0.701 -4.371 -0.745
C 0.033 -3.365 -0.067
N -0.693 -2.439 -0.690
C -0.806 -2.531 -2.026
C -0.177 -3.501 -2.785
C -1.639 -1.470 -2.660
O -2.034 -1.474 -3.780
O -1.906 -0.499 -1.758
H 1.304 -5.106 -0.228
H 0.090 -3.293 1.014
H -0.279 -3.524 -3.862
Cl -3.694 3.109 0.547
Si -3.729 1.261 -0.352
Cl -4.090 1.596 -2.310
Cl -5.317 0.261 0.454
*
```

Output
E in hartree: -4168.773182

***

(8)
Here is 3 unconnected molecules or ions with the total composition C6H13N from the OMol25 dataset. Energies are from the ωB97M-V functional and the def2-TZVPD basis.

```
! wB97M-V def2-TZVPD RIJCOSX def2/J DEFGRID3
* xyz 0 1
C 0.680 0.383 2.397
C 0.125 -0.787 2.645
C -0.485 -1.088 0.513
N -0.492 -0.523 -2.339
C 0.241 0.545 -1.630
C 0.417 -0.406 -0.466
C -0.630 1.745 -1.286
H 1.164 -1.286 -0.888
H -0.159 1.289 2.520
H 1.788 0.464 2.301
H 0.667 -1.678 2.933
H -0.699 -0.808 3.400
H -1.525 -0.834 0.490
H -0.152 -2.163 0.739
H -0.171 -0.804 -3.237
H 1.315 0.967 -2.007
H 1.698 0.222 0.597
H -0.977 2.253 -2.179
H -0.139 2.466 -0.474
H -1.448 1.222 -0.857
*
```

Output
ΔE to the lowest compared entry with this formula, charge and spin in eV: 11.382

***

(9)
Here is 12 unconnected molecules or ions with the total composition C37H53F5N15O6 from the OMol25 dataset. Energies are from the ωB97M-V functional and the def2-TZVPD basis.

```
! wB97M-V def2-TZVPD RIJCOSX def2/J DEFGRID3
* xyz 1 1
C 3.039 -2.215 0.997
C 2.888 -1.817 -0.441
O 2.783 -0.661 -0.776
O 2.881 -2.819 -1.388
C 1.603 -2.935 -1.984
C 0.860 -4.175 -1.475
C -0.625 -3.997 -1.857
C -1.627 -4.313 -0.734
C -1.506 -5.827 -0.495
N -3.005 -4.171 -1.388
C -3.859 -4.126 -0.407
N -5.036 -4.756 -0.372
N -3.266 -3.357 0.606
C -4.029 -2.223 0.868
O -5.106 -2.096 0.322
N -3.528 -1.202 1.738
C -4.158 -1.206 2.977
O -4.706 -2.136 3.505
F -4.026 -0.014 3.559
C -1.771 -3.372 0.507
C -1.042 -2.052 0.354
C -1.566 -1.119 -0.692
O -2.506 -1.330 -1.412
O -0.894 0.075 -0.712
C -1.287 -4.112 1.798
F -2.134 -5.102 2.101
F -0.063 -4.621 1.579
C -1.190 -3.187 3.069
F 0.107 -2.966 3.355
F -1.747 -3.816 4.113
H 2.347 -2.994 1.301
H 4.061 -2.517 1.212
H 2.836 -1.333 1.587
H 1.666 -2.996 -3.065
H 0.992 -2.056 -1.777
H 1.266 -5.038 -1.982
H 1.018 -4.204 -0.402
H -0.782 -3.038 -2.338
H -0.816 -4.734 -2.628
H -1.613 -6.373 -1.425
H -2.214 -6.235 0.220
H -0.519 -6.074 -0.127
H -3.176 -4.930 -2.044
H -5.109 -5.739 -0.176
H -5.898 -4.244 -0.455
H -3.622 -0.315 1.256
H -0.006 -2.264 0.105
H -0.982 -1.468 1.264
H -0.273 0.029 -1.452
H -1.662 -2.215 2.957
C -0.202 -2.324 -6.207
C 0.476 -3.420 -5.530
N 1.026 -4.275 -4.994
H -0.907 -2.718 -6.934
H -0.737 -1.716 -5.476
H 0.523 -1.705 -6.717
C 7.378 -4.406 0.464
C 6.674 -3.637 1.482
N 6.121 -3.039 2.290
H 8.381 -4.650 0.807
H 6.835 -5.324 0.258
H 7.444 -3.827 -0.454
C -3.190 2.914 4.518
C -1.872 3.475 4.233
N -0.836 3.914 4.008
H -3.418 3.022 5.576
H -3.947 3.437 3.936
H -3.202 1.861 4.255
C 3.603 -1.820 -8.649
C 2.259 -2.388 -8.667
N 1.211 -2.854 -8.681
H 4.209 -2.324 -7.898
H 4.062 -1.955 -9.626
H 3.555 -0.764 -8.421
C -0.194 7.454 3.024
C -1.284 8.258 2.486
N -2.158 8.871 2.063
H 0.579 7.322 2.270
H 0.237 7.946 3.893
H -0.567 6.476 3.323
C 3.905 1.256 -5.296
C 2.899 0.662 -6.170
N 2.109 0.194 -6.861
H 3.549 1.254 -4.268
H 4.829 0.684 -5.355
H 4.099 2.281 -5.605
C -3.290 2.571 -0.750
C -2.642 3.390 -1.768
N -2.131 4.026 -2.574
H -3.900 3.195 -0.100
H -3.925 1.827 -1.229
H -2.530 2.066 -0.156
C -0.515 10.469 6.149
C -0.093 9.095 6.406
N 0.236 8.012 6.593
H -0.873 10.559 5.125
H -1.317 10.740 6.832
H 0.324 11.145 6.296
C -5.384 8.160 1.357
C -6.725 7.582 1.412
N -7.773 7.116 1.454
H -4.749 7.690 2.103
H -4.951 8.002 0.373
H -5.430 9.227 1.557
C 3.383 7.059 7.869
C 4.692 7.637 7.581
N 5.720 8.093 7.354
H 3.153 7.175 8.926
H 2.618 7.562 7.282
H 3.383 6.000 7.619
C 4.055 -5.267 -4.150
C 5.012 -5.331 -3.052
N 5.758 -5.383 -2.183
H 3.373 -4.435 -3.999
H 4.582 -5.129 -5.092
H 3.480 -6.189 -4.197
*
```

Output
E in hartree: -3213.461905